1.
{
  "formula": "C29H35Cl4IN2O5PS",
  "method": "the ωB97M-V functional and the def2-TZVPD basis",
  "symbols": ["C", "C", "C", "C", "C", "C", "N", "C", "C", "O", "C", "C", "C", "C", "C", "C", "P", "O", "I", "C", "C", "C", "C", "C", "Cl", "C", "S", "C", "O", "O", "N", "C", "O", "C", "C", "C", "C", "C", "C", "H", "H", "H", "H", "H", "H", "H", "H", "H", "H", "H", "H", "H", "H", "H", "H", "H", "H", "H", "H", "H", "H", "H", "H", "H", "H", "H", "H", "H", "H", "H", "H", "H", "H", "C", "Cl", "Cl", "Cl", "H"],
  "positions_angstrom": [[-0.3162, 3.6098, 3.1202], [0.3904, 3.0653, 2.3026], [0.8958, 2.3583, 1.0490], [0.6665, 0.8233, 1.1299], [-0.6546, 0.2504, 0.8211], [-1.7733, 1.1229, 0.4829], [-1.7389, 2.5544, 0.4459], [-3.0652, 0.5872, 0.1531], [-4.1916, 1.6007, -0.2301], [-3.9348, 2.2514, -1.4636], [-4.0473, 1.3806, -2.5843], [-3.1296, 1.9943, -3.7110], [-3.2589, -0.8616, 0.2210], [-4.6916, -1.2609, -0.2056], [-5.7418, -1.2796, 0.9556], [-2.2225, -1.7914, 0.6375], [-2.5627, -3.6145, 0.8808], [-2.4125, -3.5975, 2.5949], [-4.7941, -4.4893, 0.7606], [-0.8903, -1.2089, 0.8797], [0.3444, -2.0217, 1.1845], [0.4289, -3.5527, 1.2178], [0.8678, -4.2456, -0.1632], [1.1982, -3.1910, -1.2828], [-0.4330, -5.3074, -0.8768], [1.5888, -1.3843, 1.4399], [3.2047, -2.1846, 1.7500], [3.5168, -3.9045, 1.3453], [3.4379, -2.0300, 3.1783], [4.2801, -1.5598, 0.9969], [1.6975, 0.0196, 1.4607], [2.9304, 0.7367, 1.8277], [3.6028, 1.0971, 0.6163], [4.4361, 2.1910, 0.8020], [4.6051, 3.0469, -0.3431], [5.4138, 4.2087, -0.3326], [6.0873, 4.5582, 0.8886], [5.9498, 3.7099, 2.0141], [5.1412, 2.5191, 1.9945], [-0.9874, 4.0862, 3.8370], [1.9587, 2.6574, 0.9594], [0.4629, 2.7826, 0.1190], [-2.3333, 2.9800, 1.1475], [-1.9052, 2.9262, -0.4852], [-4.1198, 2.4018, 0.5448], [-5.2133, 1.1882, -0.1205], [-5.0705, 1.3053, -3.0170], [-3.6681, 0.3475, -2.4160], [-2.0590, 1.7935, -3.4647], [-3.4126, 1.6542, -4.7240], [-3.2419, 3.1013, -3.6015], [-4.6053, -2.1962, -0.7990], [-5.1170, -0.5708, -0.9729], [-6.4501, -2.1281, 0.8759], [-6.3076, -0.3162, 0.9674], [-5.2383, -1.3469, 1.9441], [-1.9948, -4.4505, 2.8125], [1.1595, -3.7853, 2.0347], [-0.4117, -4.1523, 1.5859], [1.7015, -4.9595, -0.0063], [1.9483, -2.4360, -0.9756], [0.2248, -2.7329, -1.5799], [1.5496, -3.7513, -2.1783], [3.3936, -4.0396, 0.2464], [2.9848, -4.6763, 1.9378], [4.6038, -4.0802, 1.5301], [2.7361, 1.6311, 2.4715], [3.6539, 0.1683, 2.4405], [4.0896, 2.7882, -1.2903], [5.4868, 4.7933, -1.2688], [6.6861, 5.4840, 0.8895], [6.4784, 3.9878, 2.9395], [5.0306, 1.8774, 2.8872], [-0.4986, 0.2349, -6.3175], [-0.4806, 1.9276, -6.8144], [0.1093, 0.0647, -4.6632], [-2.1257, -0.4383, -6.4554], [0.1568, -0.3217, -6.9780]],
  "forces_ev_per_a": [[0.255, -0.186, -0.023], [-1.126, -0.385, -1.056], [0.950, 0.832, 0.990], [-1.215, -0.351, -0.536], [-0.137, -0.057, 0.035], [-2.324, -0.369, -0.584], [1.192, -0.391, -0.003], [1.945, -1.348, 0.507], [0.650, 0.279, 1.337], [-0.350, -1.080, 0.271], [0.973, 0.023, -2.305], [-0.166, 0.568, 1.361], [-0.096, 1.023, -0.176], [-0.027, -0.526, -0.651], [0.281, 0.273, 0.318], [-0.963, 2.659, -0.123], [1.141, 0.006, 1.360], [0.229, -0.099, -1.404], [-0.520, -0.149, -0.033], [0.822, -0.233, 0.307], [0.594, 0.909, 0.319], [0.973, -1.066, -0.062], [0.094, 0.842, -0.364], [-0.450, -1.087, -0.057], [0.603, 0.103, 0.277], [-2.398, -0.242, -0.801], [4.265, 0.194, 2.071], [-0.230, -1.351, -0.874], [-1.489, -0.419, -0.444], [-1.743, 0.041, -0.833], [-0.597, 0.413, -0.183], [2.244, 0.452, 0.544], [-0.566, 0.586, 1.067], [1.409, 1.942, -0.697], [0.070, -0.066, 0.119], [-0.232, -1.048, 1.349], [-0.789, -0.835, -0.809], [-0.386, -0.111, -0.549], [-0.312, 0.493, -0.901], [0.818, -0.352, -0.485], [-0.494, -0.733, -0.027], [-0.170, -0.469, 0.994], [0.189, -0.032, -0.235], [-0.405, -0.150, 0.275], [-0.292, -0.564, -0.657], [0.630, 0.102, -0.431], [0.309, 0.177, 0.794], [-0.323, 0.593, 0.425], [-0.780, -0.088, -0.456], [0.300, 0.177, 0.607], [-0.057, -0.770, -0.497], [-0.312, 0.306, 0.798], [0.850, -0.326, 0.606], [0.409, 0.669, -0.062], [0.334, -0.770, -0.058], [-0.321, -0.139, -0.568], [-0.392, 0.299, 0.231], [-0.338, 0.144, -0.929], [0.024, 0.957, -0.304], [-0.746, 0.611, -0.007], [-0.442, -0.398, -0.255], [0.841, 0.041, 0.293], [-0.060, 0.494, 0.632], [-0.019, 0.094, 0.910], [0.036, 0.750, -0.406], [-0.751, 0.929, 0.148], [-0.451, -0.678, -0.752], [-1.013, -0.369, -0.365], [0.297, 0.024, 0.805], [0.064, -0.283, 0.860], [-0.280, -0.710, 0.335], [-0.363, -0.294, -0.501], [0.320, 0.570, -0.516], [-0.119, 0.126, -0.052], [0.020, -0.103, 0.036], [0.056, -0.062, -0.013], [0.103, -0.043, -0.015], [-0.043, 0.029, 0.078]],
  "multiplicity": 1,
  "lumo_ev": -4.2512,
  "energy_ha": -4489.2987,
  "e_above_lowest_ev": 0.000,
  "total_charge": 1,
  "e_homo_ev": -10.90
}

=====

2.
{
  "formula": "C3H4Br2N2O6",
  "method": "the ωB97M-V functional and the def2-TZVPD basis",
  "symbols": ["O", "N", "O", "C", "C", "Br", "N", "O", "O", "C", "O", "O", "Br", "H", "H", "H", "H"],
  "positions_angstrom": [[-0.9289, 1.6057, 1.9075], [-0.9298, 0.4987, 1.4461], [-1.6621, -0.3635, 1.7746], [0.0461, 0.2971, 0.2016], [-0.2108, 1.3472, -0.7876], [-1.7921, 1.1217, -2.0450], [1.3599, 0.4743, 0.9011], [2.2453, 0.8340, 0.1582], [1.4111, 0.1713, 2.0988], [0.0879, -1.2088, -0.3426], [0.7808, -2.0671, 0.4231], [-1.1189, -1.6255, -0.8167], [1.2219, -0.9942, -2.1951], [-0.4107, 2.2663, -0.0771], [0.6939, 1.5917, -1.3039], [0.9052, -2.8578, 0.0061], [-1.6988, -1.0913, -1.3490]],
  "forces_ev_per_a": [[0.539, 0.967, 0.089], [-0.208, 0.715, -1.219], [-0.647, -2.030, 0.206], [-0.470, -2.705, 1.540], [-1.415, 3.144, 1.139], [1.369, 0.398, 1.140], [0.721, -0.041, 0.970], [0.316, 0.005, 0.999], [0.324, 0.559, -2.224], [-0.854, 1.335, -2.337], [-1.492, 4.239, 1.839], [1.205, -2.282, 2.210], [-0.083, -0.268, 0.637], [-0.071, -1.481, -1.818], [0.107, -0.221, -0.789], [0.402, -3.517, -1.976], [0.257, 1.182, -0.406]],
  "multiplicity": 1,
  "lumo_ev": -0.8271,
  "energy_ha": -5825.4542,
  "e_above_lowest_ev": 0.902,
  "e_homo_ev": -10.41
}

=====

3.
{
  "formula": "C3H7NO4",
  "method": "the ωB97M-V functional and the def2-TZVPD basis",
  "symbols": ["C", "C", "C", "N", "O", "O", "O", "O", "H", "H", "H", "H", "H", "H", "H"],
  "positions_angstrom": [[-0.1634, 2.7933, 0.7648], [-0.1322, -0.8092, -1.3246], [0.3468, 0.3596, -0.5720], [-1.4412, -1.3867, -0.9308], [-0.9211, 2.6854, 1.6392], [0.6260, 3.0503, -0.0199], [1.6019, 0.7603, -0.8125], [0.3284, 0.1178, 2.5697], [-0.2213, -0.4131, -2.3908], [0.5562, -1.6567, -1.3445], [-2.3149, -1.1971, -1.5495], [0.0454, 0.4339, 1.6938], [-1.9016, -1.0353, -0.1168], [1.8942, 1.6745, -0.4014], [0.1699, 0.9283, 3.2701]],
  "forces_ev_per_a": [[-1.522, 0.064, 2.091], [-0.721, -0.085, -1.413], [1.123, 1.914, 1.187], [-2.492, 0.273, -1.578], [0.006, -0.198, -0.510], [1.431, 0.872, -1.492], [-0.554, 0.089, -0.099], [-0.367, 2.825, 2.717], [0.283, -0.449, 1.018], [0.415, 0.207, -0.098], [2.711, -0.352, 0.256], [-0.096, 0.094, 0.303], [0.948, 0.463, 1.382], [-1.625, -2.616, -0.736], [0.460, -3.101, -3.026]],
  "multiplicity": 1,
  "lumo_ev": 0.3917,
  "energy_ha": -474.1259,
  "e_above_lowest_ev": 4.364,
  "e_homo_ev": -8.94
}

=====

> Which value of multiplicity does entry 3 give?

1

=====

> Look up the multiplicity of the first one.

1